Formula: C5H6IN5
Source: the Open Molecules 2025 dataset
Level of theory: ωB97M-V with the def2-TZVPD basis set

XYZ file:
```
17
C5H6IN5 (ωB97M-V with the def2-TZVPD basis set)
C 1.919 -0.803 0.080
C -0.843 -0.210 0.109
C -2.152 -0.464 -0.179
C -0.242 -1.498 0.130
C 0.114 0.949 0.326
N -2.327 -1.857 -0.307
N -1.219 -2.350 -0.144
N 1.461 0.463 0.257
N 1.071 -1.810 0.104
N -0.170 2.189 -0.471
I -3.774 0.785 -0.011
H 3.005 -0.887 -0.100
H -0.052 1.513 1.322
H 2.106 1.255 0.290
H 1.316 -2.757 -0.159
H 0.324 2.482 -1.326
H -0.539 2.999 0.079
```

Net charge = +2
DFT total energy = -20810.7530 eV
HOMO-LUMO gap (alpha / beta) = 5.11 / 5.13 eV
LUMO level (alpha / beta) = -12.37 / -12.37 eV
M = 263.0 u
E_HOMO (alpha / beta) = -17.5 / -17.5 eV

Here are the natural (NBO) charges for atoms 1 to 6, given in e: number 1, C, carries 0.4096; number 2, C, carries -0.2620; number 3, C, carries 0.0926; number 4, C, carries 0.4748; number 5, C, carries 0.0789; number 6, N, carries -0.0319